Arrangement A

DFT (wB97M-V/def2-TZVPD) results for 2 unconnected molecules or ions with the total composition C2H8OS.

Structure (ORCA input):
```
! RIJCOSX wB97M-V def2-TZVPD def2/J DEFGRID3
* xyz 0 1
C -1.262 -0.914 1.263
S -0.742 0.546 2.333
H -0.413 -1.476 0.826
H -1.737 -1.611 2.025
H -1.889 -0.387 0.600
H -1.567 1.324 1.648
C 1.394 0.440 -1.780
O 0.447 0.158 -0.674
H 1.152 -0.266 -2.654
H 1.086 1.512 -2.219
H 2.498 0.275 -1.473
H 1.034 0.399 0.103
*
```

---

Arrangement B

DFT (wB97M-V/def2-TZVPD) results for 2 unconnected molecules or ions with the total composition C2H8OS.

Structure (ORCA input):
```
! RIJCOSX wB97M-V def2-TZVPD def2/J DEFGRID3
* xyz 0 1
C -0.383 0.527 0.613
S 0.090 1.967 1.611
C -1.224 3.185 1.251
H -0.950 -0.139 1.250
H 0.486 0.050 0.162
H -1.003 0.827 -0.235
H -0.899 3.886 0.486
H -2.128 2.667 0.948
H -1.335 3.728 2.188
H 2.250 -5.299 -2.021
H 2.278 -5.816 -3.505
O 2.818 -5.583 -2.747
*
```

---

According to the calculations, the structures order from most to least stable as arrangement B, arrangement A.

---

Arrangement A

DFT (wB97M-V/def2-TZVPD) results for C2H2O2S2 in the gas phase.

Structure (ORCA input):
```
! RIJCOSX wB97M-V def2-TZVPD def2/J DEFGRID3
* xyz 0 1
C -0.515 0.653 -0.518
C 0.264 -0.479 0.185
H -0.815 1.426 1.593
H 1.657 -2.237 -0.263
O -0.593 0.610 -1.735
O 0.453 -0.362 1.389
S -1.359 1.868 0.459
S 0.909 -1.479 -1.111
*
```

---

Arrangement B

DFT (wB97M-V/def2-TZVPD) results for C2H2O2S2 in the gas phase.

Structure (ORCA input):
```
! RIJCOSX wB97M-V def2-TZVPD def2/J DEFGRID3
* xyz 0 1
C -1.837 -0.845 -0.868
C -0.838 -1.146 -0.251
O 2.453 0.774 -0.021
O 0.068 1.304 -0.248
S 0.598 -1.402 0.674
S 1.103 0.706 0.473
H -2.426 -0.447 -1.659
H 0.879 1.055 1.900
*
```

---

Arrangement C

DFT (wB97M-V/def2-TZVPD) results for C2H2O2S2 in the gas phase.

Structure (ORCA input):
```
! RIJCOSX wB97M-V def2-TZVPD def2/J DEFGRID3
* xyz 0 1
C 0.537 -1.162 0.424
C -0.672 -0.334 0.333
O 1.632 -3.391 1.195
O -0.620 0.829 -0.245
S -2.028 -0.964 1.097
S 0.358 -2.683 1.105
H 1.578 -0.920 0.401
H -1.518 1.403 -0.208
*
```

---

According to the calculations, the structures order from most to least stable as arrangement A, arrangement C, arrangement B.

---

Arrangement A

DFT (wB97M-V/def2-TZVPD) results for a gas-phase ion, C5H9N2 (charge +1).

Summary:
- ⟨S²⟩ = 2.01

Structure (ORCA input):
```
! RIJCOSX wB97M-V def2-TZVPD def2/J DEFGRID3
* xyz 1 3
C -1.001 -1.125 -0.274
C 0.429 1.895 0.995
C 0.538 0.578 0.661
C 1.576 2.466 1.692
C -1.583 -2.319 -1.045
N -0.361 -0.272 0.142
N -0.926 -2.333 -2.279
H -0.447 2.443 0.603
H 1.533 0.211 0.666
H 1.876 3.258 1.053
H 1.326 2.597 2.838
H 2.388 1.735 1.656
H -2.724 -1.930 -1.157
H -1.513 -3.091 -0.334
H -1.147 -1.609 -2.883
H 0.035 -2.505 -2.334
*
```

---

Arrangement B

DFT (wB97M-V/def2-TZVPD) results for 2 unconnected molecules or ions with the total composition C5H9N2.

Summary:
- ⟨S²⟩ = 2.02

Structure (ORCA input):
```
! RIJCOSX wB97M-V def2-TZVPD def2/J DEFGRID3
* xyz 1 3
C -3.452 0.296 0.172
C 2.166 -0.498 0.025
C -2.218 -0.125 -0.118
C 1.155 0.637 0.076
C 0.115 -0.165 0.173
N 1.462 1.980 -0.089
N 0.978 -1.429 0.067
H -4.102 -0.308 -0.553
H -3.839 1.063 0.875
H 2.881 -0.693 -0.851
H 2.732 -0.574 0.873
H -1.963 -0.988 -0.804
H 1.718 2.410 0.794
H 0.825 2.509 -0.695
H 0.680 -2.067 -0.801
H 0.863 -2.048 0.856
*
```

---

According to the calculations, the structures order from most to least stable as arrangement A, arrangement B.

---

Arrangement A

DFT (wB97M-V/def2-TZVPD) results for a gas-phase ion, C6H11N4 (charge +1).

Structure (ORCA input):
```
! RIJCOSX wB97M-V def2-TZVPD def2/J DEFGRID3
* xyz 1 1
C -1.609 -2.214 1.978
C -0.232 -1.659 1.208
C 0.981 -0.955 2.085
N -0.220 -1.818 -0.169
N -0.278 -0.589 -0.811
C -1.422 0.173 -1.453
N -0.918 1.518 -1.973
C 0.561 1.503 -1.654
C 1.760 2.597 -1.883
N 0.858 0.193 -0.958
H -2.552 -1.837 1.384
H -1.541 -1.811 3.076
H -1.664 -3.398 1.955
H 0.946 -1.274 3.235
H 2.040 -1.224 1.640
H 0.927 0.231 2.089
H -2.532 -0.249 -1.522
H -1.431 2.296 -2.442
H 2.094 3.071 -0.846
H 2.710 2.001 -2.287
H 1.522 3.446 -2.653
*
```

---

Arrangement B

DFT (wB97M-V/def2-TZVPD) results for a gas-phase ion, C6H11N4 (charge +1).

Structure (ORCA input):
```
! RIJCOSX wB97M-V def2-TZVPD def2/J DEFGRID3
* xyz 1 1
C 1.298 -0.524 -0.118
C 0.824 -1.698 0.591
C -1.630 0.317 -1.144
C -1.218 -0.436 0.982
C 2.721 -0.530 -0.566
C -0.914 1.973 0.590
N 0.620 0.517 -0.379
N -2.352 -0.863 -0.797
N -2.127 -1.206 0.374
N -0.742 0.613 0.050
H 0.379 -2.512 0.039
H 1.233 -1.938 1.559
H -1.025 0.151 -2.040
H -2.317 1.145 -1.343
H -1.132 -0.313 2.043
H 2.910 -1.396 -1.199
H 3.375 -0.605 0.301
H 2.938 0.384 -1.112
H -0.614 2.694 -0.168
H -1.952 2.130 0.876
H -0.273 2.097 1.461
*
```

---

Arrangement C

DFT (wB97M-V/def2-TZVPD) results for a gas-phase ion, C6H11N4 (charge +1).

Structure (ORCA input):
```
! RIJCOSX wB97M-V def2-TZVPD def2/J DEFGRID3
* xyz 1 1
C -0.361 -1.571 -0.158
C -1.874 1.126 -0.229
C -2.435 -0.340 -0.059
C 0.433 -0.562 0.602
C -0.550 1.295 0.411
C 2.740 -0.901 -0.163
N -1.553 -1.425 -0.423
N 1.628 1.103 -0.463
N 0.565 1.758 -0.330
N 1.596 -0.087 -0.023
H 0.243 -2.474 -0.363
H -1.968 1.394 -1.236
H -2.685 1.741 0.250
H -2.828 -0.549 0.909
H -3.321 -0.627 -0.703
H 0.718 -1.004 1.626
H -0.527 1.850 1.378
H 2.630 -1.791 -0.829
H 3.070 -1.497 0.733
H 3.634 -0.260 -0.568
H 0.843 2.822 -0.360
*
```

---

According to the calculations, the structures order from most to least stable as arrangement C, arrangement B, arrangement A.

---

Arrangement A

DFT (wB97M-V/def2-TZVPD) results for 2 unconnected molecules or ions with the total composition C6H11P.

Structure (ORCA input):
```
! RIJCOSX wB97M-V def2-TZVPD def2/J DEFGRID3
* xyz 0 1
C -2.458 2.012 0.362
C -1.882 1.055 -0.380
C -1.662 -0.252 0.154
C 1.235 0.557 -0.931
C 1.153 -1.679 0.439
C 0.792 -0.221 0.368
P -2.402 -1.706 0.194
H -2.382 3.001 -0.028
H -2.815 1.910 1.326
H -1.673 1.253 -1.403
H 1.099 1.603 -0.780
H 0.738 0.103 -1.832
H 2.277 0.230 -1.053
H 0.615 -2.424 -0.215
H 2.303 -1.786 0.415
H 0.891 -2.139 1.515
H 1.106 0.389 1.323
H -1.474 -2.487 0.711
*
```

---

Arrangement B

DFT (wB97M-V/def2-TZVPD) results for C6H11P in the gas phase.

Structure (ORCA input):
```
! RIJCOSX wB97M-V def2-TZVPD def2/J DEFGRID3
* xyz 0 1
C 0.858 0.577 1.473
C 1.763 0.056 0.346
C -0.376 1.178 0.781
C 0.895 0.009 -0.857
C -0.486 0.455 -0.562
C -1.102 -0.945 -0.475
P -1.418 -1.818 -2.012
H 0.560 -0.248 2.118
H 1.366 1.316 2.093
H 2.577 0.760 0.136
H 2.231 -0.897 0.595
H -1.276 1.056 1.382
H -0.225 2.242 0.596
H 1.187 -0.415 -1.798
H -0.988 1.037 -1.340
H -0.776 -1.568 0.352
H -2.212 -0.821 -2.594
H -2.527 -2.515 -1.535
*
```

---

According to the calculations, the structures order from most to least stable as arrangement B, arrangement A.